Entry 1:
Molecular formula: C30H46O23Rb
Method: DFT, ωB97M-V/def2-TZVPD

Values from the calculation:
total energy	-2925.302915	Ha
largest force on an atom	5.509	eV/Å
gap between HOMO and LUMO	4.17	eV
molecular weight	860.1	g/mol
HOMO	-3.682	eV
LUMO energy	0.49	eV
energy above the lowest of the compared OMol25 structures with the same formula, charge and spin	108.0	kcal/mol

The geometry in ORCA input format:
```
! wB97M-V def2-TZVPD RIJCOSX def2/J DEFGRID3
* xyz -1 1
Rb -12.80 7.56 31.96
O -10.20 6.19 31.48
C -10.39 4.81 31.83
C -10.09 4.08 33.22
O -8.74 3.89 33.67
H -9.85 4.24 31.08
H -11.43 4.60 31.59
H -10.45 3.06 33.04
H -10.74 4.38 34.04
C -14.72 0.96 31.73
C -13.28 0.43 31.31
C -12.09 0.94 32.10
O -11.51 -0.21 32.71
C -12.24 -1.29 32.37
O -12.03 -2.46 32.78
O -13.30 -0.93 31.70
H -15.57 0.63 31.14
H -14.70 2.05 31.61
H -14.92 0.73 32.77
H -13.00 0.35 30.26
H -12.33 1.70 32.84
H -11.43 1.40 31.37
C -9.81 4.43 37.73
C -9.66 5.88 37.28
C -10.34 6.91 38.17
O -9.44 7.98 38.31
C -8.21 7.50 37.97
O -7.11 8.08 38.15
O -8.34 6.22 37.48
H -10.81 4.04 37.57
H -9.78 4.25 38.81
H -9.15 3.81 37.13
H -9.92 5.93 36.22
H -10.58 6.54 39.17
H -11.23 7.21 37.61
C -12.84 3.13 29.10
C -12.60 4.43 28.35
C -11.53 4.31 27.32
O -12.03 5.02 26.23
C -13.35 5.12 26.27
O -14.09 5.59 25.40
O -13.73 4.75 27.57
H -11.92 2.72 29.51
H -13.10 2.35 28.38
H -13.60 3.21 29.88
H -12.40 5.24 29.06
H -11.42 3.28 26.95
H -10.62 4.82 27.62
C -13.76 6.07 36.86
C -13.09 5.19 35.78
C -13.18 3.67 35.94
O -13.87 3.28 34.71
C -14.02 4.36 33.93
O -14.53 4.39 32.80
O -13.71 5.50 34.59
H -14.83 5.92 37.06
H -13.74 7.08 36.46
H -13.17 6.12 37.77
H -12.03 5.40 35.66
H -13.72 3.52 36.87
H -12.20 3.19 36.00
C -8.04 2.75 28.73
C -7.35 2.59 30.12
C -7.80 1.55 31.16
O -6.90 0.52 31.00
C -5.83 0.95 30.39
O -4.76 0.28 30.41
O -6.03 2.19 29.95
H -8.24 1.79 28.26
H -7.37 3.33 28.10
H -8.94 3.36 28.85
H -7.44 3.60 30.53
H -8.86 1.35 30.99
H -7.68 1.99 32.16
C -5.16 3.01 34.38
C -5.07 2.71 35.92
C -6.14 3.59 36.66
O -6.72 2.64 37.51
C -6.54 1.40 37.06
O -7.09 0.40 37.55
O -5.62 1.43 36.10
H -4.96 4.08 34.27
H -6.21 2.92 34.08
H -4.48 2.32 33.89
H -4.08 2.75 36.36
H -6.88 4.03 36.00
H -5.59 4.44 37.07
C -10.25 0.90 37.20
C -10.34 0.41 35.73
C -9.19 0.80 34.80
O -8.64 -0.41 34.42
C -9.38 -1.45 34.96
O -9.26 -2.61 34.65
O -10.29 -0.97 35.81
H -9.63 0.23 37.80
H -11.30 0.87 37.51
H -9.82 1.89 37.34
H -11.22 0.76 35.20
H -8.39 1.41 35.22
H -9.65 1.20 33.89
*
```

Entry 2:
Molecular formula: C27H28BrCrN3O2P2
Method: DFT, ωB97M-V/def2-TZVPD

Values from the calculation:
total energy	-5661.429524	Ha
largest force on an atom	3.254	eV/Å
gap between HOMO and LUMO (alpha / beta)	7.98 / 7.77	eV
molecular weight	620.4	g/mol
HOMO (alpha / beta)	-10.641 / -10.770	eV
LUMO energy (alpha / beta)	-2.66 / -3.00	eV
energy above the lowest of the compared OMol25 structures with the same formula, charge and spin	13.6	kcal/mol

The geometry in ORCA input format:
```
! wB97M-V def2-TZVPD RIJCOSX def2/J DEFGRID3
* xyz 1 4
Cr 0.40 0.22 -1.02
Br -2.18 2.97 -1.53
C -2.48 1.21 -2.07
C -3.76 0.87 -2.50
C -4.00 -0.42 -2.97
C -2.92 -1.25 -3.20
C -1.74 -0.86 -2.59
N -1.52 0.34 -2.00
C -0.51 -1.76 -2.80
O -0.62 -2.81 -3.41
O 0.57 -1.26 -2.28
H -4.59 1.56 -2.37
H -5.03 -0.69 -3.26
H -3.10 -2.17 -3.70
C 4.00 0.04 -0.84
P 2.46 -0.51 -0.01
C 2.58 -2.22 0.16
C 2.60 0.19 1.68
C 3.64 -0.22 2.56
C 3.58 0.08 3.91
C 2.55 0.91 4.36
C 1.57 1.37 3.51
C 1.63 1.03 2.15
P 0.49 1.81 0.86
C -1.00 2.27 1.78
C 1.25 3.41 0.66
H 4.90 -0.47 -0.55
H 4.19 1.11 -0.96
H 3.89 -0.29 -1.89
H 3.42 -2.42 0.85
H 2.74 -2.62 -0.84
H 1.64 -2.62 0.52
H 4.44 -0.85 2.18
H 4.26 -0.28 4.64
H 2.47 1.18 5.42
H 0.82 2.09 3.80
H -1.63 2.80 1.06
H -0.75 2.98 2.53
H -1.44 1.31 2.15
H 1.31 3.96 1.60
H 0.74 4.07 -0.08
H 2.31 3.31 0.42
N 1.56 0.62 -3.71
C 1.77 1.43 -4.76
C 1.86 2.69 -4.25
C 1.69 2.56 -2.85
N 1.43 1.29 -2.57
H 1.43 -0.39 -3.68
H 1.93 1.11 -5.77
H 2.12 3.59 -4.74
H 1.63 3.33 -2.10
C -0.55 -0.94 0.30
C -1.40 -1.57 0.89
C -2.51 -2.13 1.66
C -3.82 -1.95 1.28
C -4.83 -2.50 1.99
C -4.57 -3.32 3.08
C -3.28 -3.52 3.46
C -2.25 -2.97 2.74
H -4.00 -1.27 0.42
H -5.80 -2.37 1.63
H -5.41 -3.76 3.66
H -2.95 -4.10 4.29
H -1.23 -3.19 3.06
*
```

Entry 3:
Molecular formula: C4H13N4
Method: DFT, ωB97M-V/def2-TZVPD

Values from the calculation:
total energy	-378.793394	Ha
largest force on an atom	4.863	eV/Å
gap between HOMO and LUMO (alpha / beta)	7.88 / 8.09	eV
molecular weight	117.2	g/mol
HOMO (alpha / beta)	-11.941 / -11.915	eV
LUMO energy (alpha / beta)	-4.06 / -3.83	eV
energy above the lowest of the compared OMol25 structures with the same formula, charge and spin	152.1	kcal/mol

The geometry in ORCA input format:
```
! wB97M-V def2-TZVPD RIJCOSX def2/J DEFGRID3
* xyz 1 1
C 0.21 1.86 0.03
C 1.42 2.45 -0.71
C -2.02 -0.96 -0.75
C 0.51 -0.42 0.82
N 0.42 0.71 0.72
N -0.69 0.76 -1.64
N -0.90 -0.51 -1.42
N 0.99 -2.75 2.29
H -0.57 2.43 0.54
H 1.37 2.24 -1.79
H 1.62 3.56 -0.64
H 2.34 2.11 -0.35
H -2.50 -1.87 -1.05
H -1.91 -1.14 0.35
H -2.88 -0.25 -0.82
H 0.56 -1.46 1.29
H -1.27 1.49 -2.02
H 0.12 0.75 -2.32
H 1.06 -2.47 3.28
H 1.85 -3.04 1.88
H 0.28 -3.50 2.31
*
```